[1]
Formula: CH4NOS
Source: the OMol25 dataset
Level of theory: the ωB97M-V functional and the def2-TZVPD basis

```
! RIJCOSX wB97M-V def2-TZVPD def2/J DEFGRID3
* xyz -1 1
S -2.5126 -0.9415 0.5836
H -2.6753 -2.2720 0.4966
C 1.1174 1.0882 -0.3869
N 0.6523 -0.1074 -0.0239
O 2.2150 1.5585 -0.1019
H 0.4502 1.6661 -1.0469
H 1.0617 -0.6168 0.7386
H -0.3086 -0.3751 -0.2592
*
```

For the gap between HOMO and LUMO, the calculation gives 7.1808 eV. The calculation puts the energy above the lowest of the compared OMol25 structures with the same formula, charge and spin at 0.84 kcal per mole. The total energy comes out at -15476.45950 eV. For the HOMO energy, the calculation gives -3.08 eV.

[2]
Formula: C4H7CrO2
Source: the OMol25 dataset
Level of theory: the ωB97M-V functional and the def2-TZVPD basis

```
! RIJCOSX wB97M-V def2-TZVPD def2/J DEFGRID3
* xyz 1 5
C -0.7934 0.2809 -0.0596
C 0.3499 -0.3612 0.2461
C 1.6150 0.1428 -0.2414
O 2.4662 -0.6247 -0.7861
Cr 4.2829 -0.6017 -0.7276
H -0.7467 1.2727 -0.5239
H 0.3482 -1.3075 0.7929
H 1.6024 1.2030 -0.5556
H 3.8544 0.7613 0.3810
O -3.1484 0.6256 0.3458
C -2.1566 -0.3256 0.0385
H -2.1525 -1.1611 0.7564
H -3.1094 0.8362 1.2836
H -2.4119 -0.7407 -0.9500
*
```

As for the expectation value of S²: 6.095. For the gap between HOMO and LUMO (alpha / beta), the calculation gives 8.6818 / 9.0404 eV. The calculation puts the energy above the lowest of the compared OMol25 structures with the same formula, charge and spin at 39.57 kcal per mole. The total energy comes out at -36767.05673 eV. For the HOMO energy (alpha / beta), the calculation gives -13.89 / -14.14 eV.

[3]
Formula: C6H16
Source: the OMol25 dataset
Level of theory: the ωB97M-V functional and the def2-TZVPD basis

```
! RIJCOSX wB97M-V def2-TZVPD def2/J DEFGRID3
* xyz 0 1
C -0.5965 -4.6865 -3.9514
C 0.8209 -3.0486 -2.6106
C -0.5701 -3.6709 -2.8510
H -1.5985 -5.1039 -4.1472
H 0.0640 -5.5019 -3.6116
H -0.1950 -4.2782 -4.8941
H 0.7271 -2.3521 -1.7604
H 1.1431 -2.4787 -3.4983
H 1.5973 -3.7943 -2.3704
H -1.2016 -2.8018 -3.1181
H -0.9440 -4.0762 -1.8911
C 5.3604 -1.1841 2.9207
C 6.1143 0.9083 1.6343
C 5.7220 -0.5470 1.5900
H 5.1668 -2.2670 2.8398
H 4.4384 -0.6867 3.2658
H 6.1501 -1.0232 3.6738
H 6.2917 1.3398 0.6348
H 7.0202 1.0544 2.2464
H 5.2785 1.4500 2.1081
H 6.5304 -1.1540 1.1389
H 4.8214 -0.6620 0.9567
*
```

For the gap between HOMO and LUMO, the calculation gives 12.4065 eV. Its SMILES is CCC.CCC. The calculation puts the energy above the lowest of the compared OMol25 structures with the same formula, charge and spin at 6.53 kcal per mole. The total energy comes out at -6481.37462 eV. For the HOMO energy, the calculation gives -11.36 eV.

[4]
Formula: C40H90F10KN10O20S10
Source: the OMol25 dataset
Level of theory: the ωB97M-V functional and the def2-TZVPD basis

```
! RIJCOSX wB97M-V def2-TZVPD def2/J DEFGRID3
* xyz 1 1
K -10.5712 -1.3336 -7.7515
C -15.7449 -5.9288 -9.8231
C -15.8918 -5.6339 -11.3448
C -15.4289 -6.7894 -12.2789
N -15.4082 -6.3790 -13.8361
C -14.7858 -5.0195 -14.0522
C -14.6933 -7.3457 -14.8866
C -15.6294 -8.5330 -15.2972
C -17.0069 -7.7914 -14.8893
C -16.8057 -6.4491 -14.3637
H -15.5796 -5.0725 -9.1691
H -14.8680 -6.5656 -9.7060
H -16.6558 -6.4061 -9.4620
H -15.4161 -4.6740 -11.5458
H -16.8909 -5.2483 -11.5476
H -16.0292 -7.6823 -12.1044
H -14.3954 -7.0641 -12.0679
H -15.3739 -4.1812 -13.6788
H -14.7854 -4.8725 -15.1323
H -13.7434 -5.1573 -13.7652
H -14.4675 -6.7402 -15.7643
H -13.8002 -7.6880 -14.3637
H -15.7589 -8.6711 -16.3707
H -15.2311 -9.3891 -14.7526
H -17.8073 -7.9660 -15.6083
H -17.3891 -8.3942 -14.0655
H -16.8167 -5.6964 -15.1520
H -17.4427 -6.2140 -13.5110
C -19.7550 -5.1248 -7.9378
C -20.8889 -6.1230 -7.9411
C -20.3182 -7.5534 -8.3084
N -21.2649 -8.6590 -7.9190
C -20.5687 -9.9859 -8.2768
C -22.6930 -8.6188 -8.5465
C -23.7695 -9.0117 -7.5112
C -23.0034 -9.2654 -6.2428
C -21.5620 -8.6106 -6.3535
H -19.1073 -5.2499 -7.0700
H -20.0743 -4.0881 -7.8313
H -19.1193 -5.3815 -8.7852
H -21.7321 -5.8196 -8.5616
H -21.1654 -5.8907 -6.9127
H -19.3728 -7.7515 -7.8034
H -20.2336 -7.7230 -9.3818
H -20.1543 -9.9589 -9.2846
H -21.2055 -10.8697 -8.2385
H -19.7061 -9.9504 -7.6115
H -22.6819 -9.4089 -9.2973
H -22.7930 -7.6101 -8.9473
H -24.3381 -9.9245 -7.6887
H -24.3420 -8.0847 -7.4800
H -23.0099 -10.3274 -5.9975
H -23.5928 -8.7479 -5.4859
H -20.7969 -9.2453 -5.9063
H -21.3463 -7.6813 -5.8263
C -11.7336 0.0960 -3.6612
C -12.0371 -1.3166 -4.1651
C -13.1041 -1.4052 -5.3168
N -14.3852 -2.2058 -5.1093
C -15.2292 -1.2688 -4.1218
C -15.2223 -2.2878 -6.4471
C -15.7850 -3.6671 -6.4385
C -15.6965 -4.2361 -4.9521
C -14.3996 -3.6175 -4.4542
H -11.1389 0.6026 -4.4213
H -11.0312 0.0008 -2.8331
H -12.5909 0.6517 -3.2813
H -12.4288 -1.7827 -3.2610
H -11.1404 -1.8074 -4.5434
H -12.6456 -1.8109 -6.2186
H -13.5718 -0.4471 -5.5436
H -15.6581 -0.4414 -4.6871
H -14.7509 -1.1245 -3.1530
H -16.1532 -1.6708 -3.7062
H -16.0518 -1.5816 -6.4116
H -14.5358 -2.0880 -7.2698
H -16.7742 -3.8140 -6.8722
H -15.1440 -4.2489 -7.1008
H -16.5359 -3.7705 -4.4356
H -15.5859 -5.3193 -5.0011
H -14.3008 -3.5986 -3.3688
H -13.5169 -4.0386 -4.9356
C -19.3239 -3.9131 -2.0195
C -19.6597 -2.6631 -2.8276
C -19.2058 -1.4573 -2.0635
N -19.7672 -0.0972 -2.7270
C -21.2765 0.0423 -2.5827
C -19.3106 0.0582 -4.1920
C -18.6835 1.3515 -4.4266
C -18.0098 1.6068 -3.1110
C -19.0066 1.1505 -2.1300
H -18.3668 -4.3241 -2.3406
H -20.0374 -4.6908 -2.2918
H -19.4263 -3.8203 -0.9383
H -20.7405 -2.5939 -2.7044
H -19.4795 -2.7330 -3.9003
H -18.1198 -1.4246 -2.1510
H -19.6059 -1.4880 -1.0500
H -21.8300 0.7919 -3.1483
H -21.4343 0.3072 -1.5372
H -21.7292 -0.9333 -2.7600
H -20.0774 -0.2441 -4.9051
H -18.5698 -0.7260 -4.3482
H -19.4550 2.0750 -4.6901
H -18.0695 1.1823 -5.3111
H -17.8187 2.6680 -2.9511
H -17.1593 0.9835 -2.8348
H -19.7469 1.9230 -1.9218
H -18.5802 0.8593 -1.1701
C -14.1809 3.3599 -0.8431
C -13.0407 3.9650 -1.6213
C -11.7348 3.3519 -1.1845
N -10.4909 3.8442 -1.9475
C -10.4941 5.4230 -1.8997
C -10.4677 3.3736 -3.4168
C -9.3140 2.3875 -3.6602
C -8.9155 1.9490 -2.1333
C -9.1933 3.2183 -1.3070
H -14.6468 4.1131 -0.2077
H -13.9281 2.5561 -0.1516
H -15.0002 2.9509 -1.4342
H -13.1105 5.0375 -1.4396
H -13.2026 3.8191 -2.6893
H -11.8675 2.2717 -1.2446
H -11.4413 3.5012 -0.1454
H -11.2824 5.8290 -2.5335
H -9.6079 5.9059 -2.3115
H -10.6552 5.6983 -0.8574
H -10.6920 4.2608 -4.0089
H -11.3264 2.7285 -3.6029
H -8.4743 2.7968 -4.2219
H -9.5350 1.5609 -4.3355
H -7.8800 1.6317 -2.0100
H -9.5648 1.1541 -1.7662
H -8.3818 3.9348 -1.4344
H -9.3149 3.0748 -0.2334
N -9.2262 -1.0032 1.2589
S -10.6938 -0.8310 0.8694
O -11.5887 -1.8187 1.3907
O -11.1615 -0.2055 -0.3314
F -10.9621 0.4364 1.9052
S -8.8949 -1.7540 -0.2829
O -8.3003 -0.8572 -1.2601
O -9.8204 -2.7274 -0.7583
F -7.5483 -2.5340 0.2405
N -18.4261 -8.6969 -5.5649
S -17.1150 -8.2839 -6.1228
O -15.8642 -8.6936 -5.4337
O -17.1313 -7.0139 -6.8892
F -17.0376 -9.4296 -7.3061
S -18.3265 -7.9447 -4.1534
O -18.0509 -6.5162 -4.0320
O -17.7521 -8.7176 -2.9772
F -19.9355 -7.9365 -3.7349
N -16.1881 -2.7001 -0.4693
S -15.0405 -1.5832 -0.2705
O -13.8987 -1.4259 -1.1183
O -14.8182 -1.1994 1.1205
F -15.9963 -0.4166 -0.8148
S -15.4197 -3.9044 0.0311
O -15.2584 -3.9501 1.4975
O -14.5205 -4.6452 -0.8620
F -16.6338 -4.8572 -0.1083
N -12.4734 0.7287 -7.6351
S -14.1122 0.9803 -7.9710
O -14.3806 1.8934 -9.0467
O -15.0514 0.8969 -6.8532
F -14.3700 -0.3687 -8.6655
S -12.2452 2.0639 -7.0769
O -12.6904 2.2215 -5.6752
O -12.2690 3.2969 -7.8823
F -10.6620 2.0017 -6.8160
N -11.2767 -3.8098 -7.1266
S -10.5534 -4.8055 -5.9176
O -9.3871 -5.5937 -6.2539
O -11.4996 -5.1988 -4.8396
F -9.9412 -3.5232 -5.0884
S -11.8890 -5.1414 -7.7397
O -13.2857 -5.3829 -7.3580
O -11.0123 -6.2353 -8.2243
F -12.2416 -4.2626 -9.0371
*
```

For the gap between HOMO and LUMO, the calculation gives 6.4331 eV. The calculation puts the energy above the lowest of the compared OMol25 structures with the same formula, charge and spin at 143.80 kcal per mole. The total energy comes out at -250619.70908 eV. For the HOMO energy, the calculation gives -9.14 eV.

[5]
Formula: C7H14ClISi
Source: the OMol25 dataset
Level of theory: the ωB97M-V functional and the def2-TZVPD basis

```
! RIJCOSX wB97M-V def2-TZVPD def2/J DEFGRID3
* xyz 0 1
C 1.0911 -0.4683 1.1724
C 2.1239 0.0042 0.5190
C -3.2722 0.9035 -0.5255
C 3.6650 -1.5993 -1.6624
C -0.0062 0.4096 1.4439
C -2.3696 1.1546 0.6865
C -1.1397 0.2240 0.4521
Si 3.8306 -0.8919 0.0596
Cl 4.3479 -2.5063 1.3658
I 5.6374 0.8857 -0.0824
H 1.1623 -1.4059 1.7214
H 2.0033 1.0288 0.1959
H -2.9846 1.3527 -1.4001
H -4.3088 1.2616 -0.1856
H -3.4712 -0.0700 -0.8147
H 3.0079 -1.1486 -2.3509
H 4.6309 -1.7298 -2.1423
H 3.2124 -2.5582 -1.6892
H -0.2122 0.1896 2.4168
H 0.2369 1.4396 1.3622
H -2.9024 0.9331 1.6088
H -2.2842 2.2154 0.8242
H -1.6365 -0.7720 0.4173
H -0.7830 0.2677 -0.5890
*
```

For the gap between HOMO and LUMO, the calculation gives 10.0172 eV. Its SMILES is CCCC/C=C/[Si@](C)(Cl)I. The calculation puts the energy above the lowest of the compared OMol25 structures with the same formula, charge and spin at 0.00 kcal per mole. The total energy comes out at -35987.96018 eV. For the HOMO energy, the calculation gives -9.70 eV.

[6]
Formula: C3H9N
Source: the OMol25 dataset
Level of theory: the ωB97M-V functional and the def2-TZVPD basis

```
! RIJCOSX wB97M-V def2-TZVPD def2/J DEFGRID3
* xyz 0 1
C -1.4108 0.1059 -0.6607
N -2.0188 -0.6002 0.4464
H -1.8958 -0.1091 1.3228
H -1.6424 -1.5336 0.5534
H -1.8374 1.1066 -0.7793
H -1.5652 -0.4236 -1.6057
H 0.0986 -0.0340 -0.7949
C 1.5964 0.4855 -0.3733
C 2.0160 -0.0573 0.7699
H 3.0535 -0.0551 1.1077
H 1.3223 -0.5491 1.4521
H 2.3142 0.9712 -1.0360
H -0.0307 0.6927 -0.4024
*
```

For the gap between HOMO and LUMO, the calculation gives 8.1827 eV. The calculation puts the energy above the lowest of the compared OMol25 structures with the same formula, charge and spin at 146.84 kcal per mole. The total energy comes out at -4740.74142 eV. For the HOMO energy, the calculation gives -7.13 eV.

[7]
Formula: C32H68N2O12
Source: the OMol25 dataset
Level of theory: the ωB97M-V functional and the def2-TZVPD basis

```
! RIJCOSX wB97M-V def2-TZVPD def2/J DEFGRID3
* xyz 0 1
C -5.9087 -1.5909 3.9506
C -5.3856 -2.7856 3.1579
O -4.8224 -2.4589 1.8975
C -3.6910 -1.6054 1.8763
C -3.0898 -1.7921 0.4742
O -2.7849 -0.5555 -0.1441
C -1.4199 -0.1976 -0.1343
C -1.2816 1.0685 -0.9807
O -0.4110 2.0454 -0.4256
C 0.9077 1.6366 -0.2255
O 1.4386 1.0721 -1.4038
C 2.2291 -0.0881 -1.2247
C 3.6724 0.2337 -0.8515
O 4.5342 0.3461 -1.9798
N -2.7780 -1.8491 2.9642
C -2.1893 -0.7044 3.6418
C -1.7920 -1.0533 5.0694
N -1.0148 -2.2905 5.0808
H -5.1267 -1.1621 4.5811
H -6.2964 -0.8213 3.2814
H -6.7071 -1.9305 4.6136
H -6.2056 -3.4589 2.9034
H -4.6699 -3.3522 3.7589
H -4.0124 -0.5554 1.9469
H -2.1839 -2.4096 0.5399
H -3.8125 -2.3171 -0.1516
H -0.8238 -1.0220 -0.5496
H -1.0722 -0.0005 0.8892
H -2.2603 1.5428 -1.0332
H -0.9624 0.8263 -1.9966
H 1.4500 2.5481 0.0399
H 0.9946 0.9113 0.5991
H 2.2177 -0.6138 -2.1840
H 1.7763 -0.7515 -0.4762
H 3.7055 1.1952 -0.3419
H 4.0801 -0.5016 -0.1481
H 4.6071 -0.5257 -2.3877
H -2.0601 -2.5150 2.7110
H -2.9292 0.0999 3.6513
H -1.2951 -0.3237 3.1242
H -1.1522 -0.2516 5.4467
H -2.6874 -1.0927 5.7046
H -0.6096 -2.4622 5.9921
H -1.6241 -3.0806 4.9042
C 6.9863 2.6508 2.8039
C 6.2136 1.6975 1.9260
O 5.0519 1.4346 2.1420
C 6.9595 1.0966 0.7623
H 6.3485 3.0200 3.6029
H 7.8563 2.1456 3.2271
H 7.3565 3.4874 2.2085
H 7.8292 0.5410 1.1164
H 7.3244 1.8846 0.1026
H 6.2963 0.4346 0.2110
C 10.7108 -0.5588 -2.6904
C 9.8227 0.4443 -1.9933
O 10.0594 0.8271 -0.8717
C 8.6295 0.9402 -2.7741
H 11.5320 -0.8422 -2.0374
H 10.1333 -1.4443 -2.9626
H 11.1050 -0.1305 -3.6137
H 7.9827 0.1036 -3.0444
H 8.9603 1.4099 -3.7022
H 8.0640 1.6572 -2.1856
C 1.6372 -6.0955 5.7073
C 1.2061 -5.1037 6.7598
O 0.1328 -4.5515 6.7074
C 2.1845 -4.8351 7.8769
H 0.8558 -6.2024 4.9597
H 2.5583 -5.7546 5.2312
H 1.8447 -7.0636 6.1668
H 3.1231 -4.4567 7.4681
H 2.4090 -5.7622 8.4075
H 1.7663 -4.1088 8.5689
C -6.1038 -0.0599 -0.7307
C -7.3601 0.0330 0.0928
O -7.3234 0.0137 1.3019
C -8.6607 0.1619 -0.6619
H -5.2452 -0.1472 -0.0723
H -6.1498 -0.9192 -1.4010
H -6.0022 0.8271 -1.3571
H -8.7906 -0.6926 -1.3277
H -8.6348 1.0514 -1.2934
H -9.4908 0.2232 0.0378
C -5.4923 1.4098 -5.4703
C -6.5963 1.3526 -4.4478
O -6.8273 0.3471 -3.8163
C -7.3827 2.6232 -4.2248
H -4.9934 0.4482 -5.5369
H -5.8890 1.6779 -6.4511
H -4.7647 2.1759 -5.1966
H -7.8587 2.9367 -5.1557
H -6.7122 3.4270 -3.9153
H -8.1420 2.4645 -3.4627
C 1.8194 5.2483 -1.8667
C 3.3157 5.2127 -1.6668
O 4.0651 5.9196 -2.2966
C 3.8202 4.2289 -0.6388
H 1.5648 5.9808 -2.6285
H 1.4603 4.2608 -2.1660
H 1.3221 5.5033 -0.9288
H 3.5136 3.2219 -0.9271
H 3.3937 4.4475 0.3421
H 4.9055 4.2743 -0.5834
C -0.9055 -1.1158 -6.8275
C -1.7416 0.0196 -6.2886
O -2.7238 0.4173 -6.8688
C -1.2902 0.6275 -4.9814
H -1.3260 -1.4719 -7.7642
H 0.1210 -0.7808 -6.9874
H -0.8741 -1.9321 -6.1035
H -0.2757 1.0185 -5.0788
H -1.2735 -0.1358 -4.2008
H -1.9646 1.4294 -4.6919
*
```

For the gap between HOMO and LUMO, the calculation gives 8.8488 eV. Its SMILES is CCO[C@H](COCCOCOCCO)NCCN.CC(C)=O.CC(C)=O.CC(C)=O.CC(C)=O.CC(C)=O.CC(C)=O.CC(C)=O. The total energy comes out at -61834.71980 eV. For the HOMO energy, the calculation gives -8.57 eV.

no.,molar mass (g mol⁻¹),maximum force (eV/A)
1,78.12,0.879
2,139.09,2.994
3,88.19,1.538
4,1580.96,13.056
5,288.63,4.892
6,59.11,0.555
7,672.90,0.367